Entry 1:
81
Properties=species:S:1:pos:R:3:forces:R:3 method="wB97M-V/def2-TZVPD" orbital_gap_ev="3.8 / 3.8" total_charge=-2 fmax_ev_per_a=3.39 spin_multiplicity=6
Dy -0.8047 -0.3375 0.8297 -0.6 -0.1 2.8
C -0.7559 0.6686 -3.8581 -1.2 -0.2 -0.3
C -2.0709 1.0213 -3.2138 -1.9 -0.2 2.2
N -3.1657 1.2368 -3.9622 3.2 0.4 -0.5
C -4.1876 1.8309 -3.4136 -2.6 -0.3 1.6
C -4.3885 1.9637 -2.0177 1.1 0.5 0.6
C -5.6717 2.6375 -1.5284 0.8 -1.3 -0.4
O -5.4291 3.7561 -0.6933 0.2 -0.2 0.2
C -3.3621 1.4999 -1.1215 0.0 1.6 0.3
C -3.3503 1.6901 0.4713 -0.7 -1.5 -1.3
N -3.0691 0.3859 1.1151 0.2 1.6 -1.7
C -3.9377 0.0862 2.0607 -1.3 -0.5 2.6
C -4.5733 1.0015 2.9979 0.2 -0.7 -1.2
C -5.5386 0.6228 3.8922 -0.8 -0.9 -0.2
C -5.9209 -0.7320 4.0195 -0.2 0.8 1.2
C -5.2450 -1.6486 3.2449 0.2 -0.9 0.5
C -4.2924 -1.2506 2.3471 0.5 0.5 -0.7
I -3.2491 -2.7113 1.2755 0.2 -0.2 -0.1
C -2.1886 1.0408 -1.7233 0.7 -1.9 -2.7
O -1.2324 0.3345 -1.1365 -0.4 1.4 -0.5
H -0.8279 1.1148 -4.8320 0.4 0.4 -0.6
H -0.6423 -0.3966 -4.0508 0.1 -0.2 0.2
H 0.0838 1.0398 -3.2972 0.3 0.1 0.2
H -5.0277 2.0589 -4.1055 0.5 0.0 0.6
H -6.3040 1.8435 -1.0758 0.1 0.6 0.2
H -6.1344 2.9568 -2.4401 -0.7 0.3 -0.5
H -6.2638 4.2030 -0.5534 -0.2 0.1 0.1
H -4.3571 2.0501 0.7500 0.5 0.0 0.0
H -4.2519 2.0092 2.9705 0.2 0.9 0.0
H -6.1056 1.3627 4.4570 0.5 0.0 0.1
H -6.5779 -1.0126 4.8745 0.4 0.0 -1.0
H -5.3373 -2.7256 3.3616 -0.4 0.2 0.2
C 0.1382 -3.1508 -2.8573 1.5 -0.9 -0.7
C -0.3960 -2.2531 -1.9671 -0.3 -1.0 1.6
N -0.1538 -2.3264 -0.6576 0.9 0.0 -0.1
C 0.7290 -3.2416 -0.1657 -0.6 -1.0 -2.8
C 1.2332 -4.3241 -1.0446 -0.5 1.2 1.0
C 0.9351 -4.2064 -2.4230 -0.5 0.2 1.0
C 2.0137 -5.3863 -0.4427 -0.5 1.6 -0.1
C 2.2687 -5.2977 0.8877 0.8 -1.2 -1.2
C 1.8705 -4.2538 1.7508 -1.2 0.9 -1.7
C 2.1988 -4.2520 3.0889 -1.4 1.8 1.3
C 1.5943 -3.2750 3.8851 2.4 -2.2 0.1
C 0.9357 -2.2489 3.3044 -1.0 1.2 -0.3
N 0.6610 -2.1341 2.0232 0.2 -1.9 -2.3
C 1.0525 -3.1760 1.2061 1.3 -0.7 2.9
H 0.0605 -2.9428 -3.9083 -0.5 -0.2 -0.3
H -1.1695 -1.5855 -2.2564 -0.1 0.8 -0.2
H 1.2533 -5.0114 -3.0796 0.1 0.3 -0.1
H 2.4857 -6.1417 -1.0641 -0.3 0.0 0.1
H 2.8816 -6.1187 1.2192 0.2 0.0 0.8
H 2.8766 -4.9346 3.5162 0.6 -1.0 0.3
H 1.8171 -3.2071 4.9440 -0.1 -0.2 0.0
H 0.5759 -1.3829 3.8733 0.0 0.0 0.1
F -2.3190 2.9725 2.2310 -0.7 0.5 -1.6
C -2.3695 2.7658 0.8824 1.7 -0.7 0.8
F -1.0312 2.3482 0.6176 -1.6 0.8 -0.2
F -2.5982 3.9071 0.2172 0.5 -0.2 0.6
Se -0.5140 0.2907 3.5348 -1.0 1.3 -0.2
O 8.2764 2.2832 -4.1303 -2.1 0.5 1.7
S 6.8666 2.3486 -3.6187 1.0 -1.9 -2.5
O 6.1960 1.0438 -3.6987 0.2 0.3 -0.8
O 6.1129 3.4797 -4.1520 0.3 -0.2 0.5
C 6.7015 2.4745 -1.8456 0.0 1.4 -0.9
N 7.6463 3.1146 -1.1820 -1.0 -0.2 1.6
C 7.3121 3.2171 0.1271 0.5 -0.6 -0.1
C 6.1930 2.6784 0.7272 0.0 0.5 0.8
C 5.2473 2.1473 -0.1460 1.9 -0.8 0.5
N 5.5029 2.0594 -1.4193 1.4 0.5 -1.0
C 4.0486 1.4683 0.2180 -2.5 -0.2 -1.4
C 3.4076 1.6350 1.4009 -0.8 -1.3 1.5
C 2.1133 1.1070 1.5508 0.5 -0.2 0.4
N 1.4092 0.5998 0.5775 0.7 0.5 -2.5
C 1.9963 0.5667 -0.6909 -0.6 -1.4 1.1
C 3.3231 0.8318 -0.8699 -0.1 0.7 1.1
H 8.0525 3.6469 0.7513 0.7 0.6 0.5
H 6.0763 2.6826 1.8358 0.0 0.1 -1.1
H 3.8516 1.8518 2.3746 0.3 0.8 -0.6
H 1.6396 0.9957 2.5155 -0.2 0.3 0.4
H 1.3568 0.1210 -1.4860 0.6 0.5 0.6
H 3.8193 0.6128 -1.7990 0.0 0.3 -0.2

---

Entry 2:
46
Properties=species:S:1:pos:R:3:forces:R:3 method="wB97M-V/def2-TZVPD" orbital_gap_ev=2.9 relative_energy_kcal_mol=237.6 total_charge=+1 fmax_ev_per_a=7.63 spin_multiplicity=1
Mg -3.4940 -0.0898 1.0384 1.4 -0.8 0.3
O -0.7730 -2.2843 1.2221 -0.5 0.7 -0.3
H -0.4947 -3.1040 1.6751 -0.6 0.3 0.1
C 3.9287 -3.9457 -3.4667 0.3 -1.5 0.9
C 3.8786 -2.4753 -3.7857 -0.6 -3.2 1.2
C 4.5251 -1.7560 -2.6260 -0.7 -0.4 0.0
O 5.0020 -0.6194 -3.3243 0.3 1.0 1.9
C 5.0274 -0.9229 -4.5956 0.5 4.9 -5.8
O 5.1297 -0.0511 -5.5083 0.2 -3.4 3.6
O 4.7586 -2.2002 -4.8308 0.7 0.2 -0.7
H 3.7998 -4.6902 -4.2524 -0.4 0.5 -0.3
H 3.3217 -4.2471 -2.6130 -0.9 0.4 -0.2
H 4.8759 -4.2124 -2.9979 0.6 0.3 -0.5
H 2.9016 -2.1578 -4.1501 -0.3 0.3 0.7
H 5.3293 -2.3746 -2.2276 0.3 0.3 -0.2
H 3.8600 -1.5715 -1.7823 -0.1 0.7 -0.3
C 1.9180 3.9439 1.0045 -0.4 0.5 -1.3
S 0.8842 3.7816 2.4566 -1.2 -0.3 0.2
O -0.4088 3.0025 2.1399 2.0 0.7 0.1
C 2.0256 2.6734 3.3126 -0.4 0.2 -0.2
H 1.9489 3.0559 0.3732 0.1 -0.3 0.4
H 2.9143 4.3363 1.2081 0.0 -0.3 0.5
H 1.4812 4.7104 0.3644 -0.3 0.1 0.1
H 1.5425 2.4332 4.2597 0.1 -0.5 -0.2
H 2.9671 3.1817 3.5210 -0.1 0.2 -0.1
H 2.1960 1.8666 2.5998 -0.1 -0.4 0.5
C -5.2468 -1.5907 8.1935 0.7 -0.1 1.4
S -4.6012 -2.3709 6.7610 0.1 -0.6 -1.4
O -4.1993 -1.2666 5.8347 0.0 0.2 -0.4
C -3.0172 -3.1011 7.2651 0.5 0.1 -0.2
H -4.9822 -0.5335 8.2148 -0.3 0.0 -0.4
H -4.6879 -2.0036 9.0332 -0.4 -0.2 0.3
H -6.3099 -1.8199 8.2665 0.2 0.3 0.1
H -2.9076 -4.1207 6.8956 -0.5 -0.1 0.2
H -2.7498 -3.0484 8.3205 -0.2 0.1 -0.1
H -2.3181 -2.5303 6.6539 0.1 0.3 0.3
C -1.7429 3.4798 -5.5289 0.6 0.5 0.1
S -2.3065 1.8521 -4.9723 -1.8 0.8 2.5
O -2.7402 2.1462 -3.5157 1.0 -0.8 -1.2
C -3.9247 1.7606 -5.7760 0.8 0.5 -1.0
H -0.6626 3.4076 -5.4034 0.1 0.0 -0.7
H -1.9798 4.2933 -4.8433 -0.7 -0.5 0.5
H -2.0533 3.8511 -6.5056 0.2 -0.6 -0.2
H -4.5770 0.9416 -5.4729 0.4 0.1 0.5
H -3.6907 1.6197 -6.8313 -0.3 0.1 -0.2
H -4.3480 2.7502 -5.6038 -0.3 -0.2 0.0

---

Entry 3:
101
Properties=species:S:1:pos:R:3:forces:R:3 method="wB97M-V/def2-TZVPD" orbital_gap_ev=8.0 relative_energy_kcal_mol=41.6 total_charge=+1 fmax_ev_per_a=0.23 spin_multiplicity=1
Cd 1.0942 0.2800 -1.9370 0.0 -0.2 -0.1
N 0.7615 -3.3945 -4.5225 0.0 0.0 0.0
C 0.5922 -2.1842 -3.9207 -0.1 0.0 0.0
S 2.0457 -1.2500 -3.6876 0.0 0.0 0.0
N -0.6425 -1.8940 -3.6000 0.1 -0.1 0.0
N -0.8111 -0.7398 -2.8974 0.0 0.1 0.1
C -1.9878 -0.2253 -2.8626 0.0 0.0 -0.1
C -3.1531 -0.7706 -3.6089 0.0 0.0 0.0
C -3.6463 -2.0421 -3.3363 0.0 0.0 0.0
C -4.7460 -2.5232 -4.0276 0.0 0.0 0.0
C -5.3503 -1.7456 -5.0073 0.0 0.0 0.0
C -4.8537 -0.4827 -5.2912 0.0 0.0 0.0
C -3.7619 0.0067 -4.5885 0.0 0.0 0.0
C -2.1827 0.9964 -2.0568 0.0 0.0 0.0
C -3.3742 1.5341 -1.7836 0.0 0.0 0.0
C -3.4817 2.7870 -0.9833 0.0 0.0 0.0
C -1.8734 4.2360 -0.4867 0.0 0.0 0.0
C -0.5210 3.5371 -0.7527 0.0 0.0 0.0
N -1.0098 1.5997 -1.5155 0.0 0.1 0.0
H 1.6176 -3.5441 -5.0274 0.0 0.0 0.0
H -0.0733 -3.8343 -4.8775 0.0 0.0 0.0
H -3.1566 -2.6509 -2.5901 0.0 0.0 0.0
H -5.1291 -3.5116 -3.8093 0.0 0.0 0.0
H -6.2042 -2.1266 -5.5517 0.0 0.0 0.0
H -5.3172 0.1232 -6.0587 0.0 0.0 0.0
H -3.3757 0.9966 -4.8026 0.0 0.0 0.0
H -4.2735 1.0544 -2.1459 0.0 0.0 0.0
H -4.5018 2.9304 -0.6347 0.0 0.0 0.0
H -1.8223 5.1857 0.0378 0.0 0.0 0.0
H 0.3811 4.0284 -0.3932 0.0 0.0 0.0
N 0.9571 2.5814 -2.5448 0.0 0.0 -0.1
C -0.4194 2.8577 -2.1364 0.0 0.0 0.0
C -1.2156 3.4549 -3.2505 0.0 0.0 0.0
C -2.3759 4.0511 -3.0109 0.0 0.0 0.0
C -2.9199 4.1331 -1.6296 0.0 0.0 0.0
C -2.4357 2.9418 0.1474 0.0 0.0 -0.1
C -1.1065 2.2182 -0.1565 0.1 -0.1 -0.1
P -0.3572 1.0022 1.0274 -0.1 -0.1 0.2
C -0.5727 1.8479 2.6351 0.1 0.1 -0.1
C -0.2925 3.2130 2.7319 0.0 0.0 0.0
C -0.3837 3.8724 3.9481 0.0 0.0 0.0
C -0.7370 3.1710 5.0938 0.0 0.0 0.0
C -0.9892 1.8101 5.0137 0.0 -0.1 0.0
C -0.9083 1.1521 3.7935 0.0 0.0 0.0
C -1.7459 -0.1894 1.0078 -0.1 0.1 0.1
C -1.5798 -1.3730 0.2993 0.0 0.0 -0.1
C -2.6413 -2.2581 0.1387 0.1 0.1 0.0
C -3.8758 -1.9678 0.6910 0.0 0.0 0.0
C -4.0467 -0.8018 1.4307 0.0 0.0 0.0
C -2.9916 0.0765 1.5903 0.1 0.0 0.0
H 1.1106 2.7416 -3.5339 0.0 0.0 0.0
H 1.6300 3.1296 -2.0220 0.0 0.0 0.0
H -0.8246 3.3738 -4.2592 0.0 0.0 0.0
H -2.9482 4.4717 -3.8291 0.0 0.0 0.0
H -3.6695 4.9174 -1.5531 0.0 0.0 0.0
H -2.7848 2.8975 1.1735 0.0 0.0 0.0
H -0.0060 3.7747 1.8509 0.0 0.0 0.0
H -0.1809 4.9345 4.0021 0.0 0.0 0.0
H -0.8118 3.6836 6.0438 0.0 0.0 0.0
H -1.2604 1.2558 5.9029 0.0 0.0 0.0
H -1.1214 0.0909 3.7433 0.0 0.0 0.0
H -0.6178 -1.6236 -0.1368 0.0 0.1 0.0
H -2.4890 -3.1712 -0.4202 0.0 -0.1 0.0
H -4.7051 -2.6522 0.5654 0.0 0.0 0.0
H -5.0053 -0.5838 1.8836 0.0 0.0 0.0
H -3.1327 0.9704 2.1829 0.0 0.0 0.0
S 3.2167 0.9445 -0.6065 0.1 0.2 0.1
Sb 3.4771 -0.6601 0.9961 -0.1 -0.2 -0.1
C 5.3084 -1.6496 0.7489 -0.1 -0.1 0.1
C 6.3958 -0.9995 0.1786 0.0 0.0 0.0
C 7.5974 -1.6784 0.0413 0.0 0.0 0.0
C 7.7064 -2.9940 0.4694 0.0 0.0 0.0
C 6.6164 -3.6427 1.0333 0.0 0.0 0.0
C 5.4098 -2.9724 1.1737 0.0 0.1 0.0
C 2.0258 -2.1775 0.8893 0.0 0.1 0.0
C 1.3012 -2.5486 2.0175 0.0 0.0 0.0
C 0.3639 -3.5677 1.9213 0.0 0.0 0.0
C 0.1398 -4.1928 0.7015 0.1 -0.1 0.0
C 0.8519 -3.8092 -0.4275 0.1 0.0 0.0
C 1.8093 -2.8062 -0.3342 0.0 0.0 0.0
C 3.3611 0.0870 2.9478 0.0 0.0 0.0
C 3.7669 -0.7222 4.0061 0.0 0.0 0.0
C 3.6502 -0.2516 5.3057 0.0 0.0 0.0
C 3.1384 1.0185 5.5382 0.0 0.0 0.0
C 2.7475 1.8245 4.4787 0.0 0.0 0.0
C 2.8563 1.3597 3.1756 0.0 0.0 0.0
H 6.3021 0.0225 -0.1690 0.0 0.0 0.0
H 8.4482 -1.1806 -0.4044 0.0 0.0 0.0
H 8.6451 -3.5199 0.3561 0.0 0.0 0.0
H 6.7034 -4.6712 1.3574 0.0 0.0 0.0
H 4.5541 -3.4856 1.5981 0.0 0.0 0.0
H 1.4640 -2.0515 2.9669 0.0 0.0 0.0
H -0.2001 -3.8646 2.7959 0.0 0.0 0.0
H -0.5947 -4.9849 0.6309 0.0 0.0 0.0
H 0.6747 -4.2882 -1.3824 0.0 0.0 0.0
H 2.3684 -2.5205 -1.2189 0.0 0.0 0.0
H 4.1836 -1.7072 3.8259 0.0 0.0 0.0
H 3.9645 -0.8726 6.1341 0.0 0.0 0.0
H 3.0504 1.3841 6.5530 0.0 0.0 0.0
H 2.3519 2.8137 4.6641 0.0 0.0 0.0
H 2.5553 1.9846 2.3426 0.0 0.0 0.0

---

Entry 4:
19
Properties=species:S:1:pos:R:3:forces:R:3 method="wB97M-V/def2-TZVPD" orbital_gap_ev=8.5 relative_energy_kcal_mol=100.6 fmax_ev_per_a=0.46 spin_multiplicity=1
C -0.8085 2.2918 -0.3668 -0.2 0.2 0.0
O 0.1941 1.3267 -0.5642 0.0 0.0 0.0
C 0.7404 0.8294 0.6388 0.2 -0.1 0.2
C -0.1579 -0.1760 1.3624 0.0 0.1 0.1
C -0.5802 -1.3671 0.4685 0.0 -0.1 0.0
C 0.6878 -1.9955 -0.0037 -0.3 0.2 -0.3
C 0.8812 -1.7927 -1.4535 0.1 0.1 0.1
H -0.4362 3.1321 0.2410 -0.1 -0.1 -0.1
H -1.7018 1.8781 0.1245 0.1 0.0 -0.1
H -1.0937 2.6666 -1.3529 0.0 0.0 0.2
H 0.9878 1.6656 1.3135 0.0 -0.1 -0.1
H 0.3911 -0.5521 2.2329 -0.1 0.1 -0.1
H -1.0652 0.3146 1.7347 0.1 -0.1 0.0
H -1.2647 -1.0028 -0.3183 0.2 -0.1 0.0
H -1.1197 -2.0742 1.1125 0.1 0.1 -0.1
H 1.6827 0.3437 0.3583 -0.1 0.1 0.1
H 0.3543 -2.6889 -1.8406 0.0 0.0 0.1
H 0.3893 -0.9133 -1.8990 0.0 -0.1 0.1
H 1.9192 -1.8861 -1.7881 -0.2 0.0 0.1